Entry 1:
The following is a DFT calculation (wB97M-V/def2-TZVPD) of 2 unconnected molecules or ions with the total composition C8H11ClNOP in a non-equilibrium geometry.

The geometry in XYZ format:
```
23
C8H11ClNOP (wB97M-V/def2-TZVPD)
C -1.990 1.926 -2.225
C -1.432 2.787 -1.277
C -1.740 0.556 -2.183
C -0.649 2.209 -0.304
C -0.944 -0.028 -1.143
C -0.506 0.879 -0.164
C 0.996 -2.277 2.207
C 1.641 -1.668 0.007
N 0.624 -1.400 1.047
O -0.540 0.281 2.527
P 0.208 0.134 1.340
Cl 2.835 1.138 1.722
H -2.497 2.313 -3.086
H -1.457 3.816 -1.449
H -2.221 -0.031 -2.903
H -0.316 2.785 0.540
H -0.728 -1.068 -1.078
H 1.992 -2.690 2.041
H 0.970 -1.565 3.054
H 0.289 -3.101 2.235
H 1.175 -1.092 -0.846
H 2.558 -1.271 0.303
H 1.730 -2.633 -0.366
```

Summary:
* 2S+1: 1
* relative energy (zero: lowest compared OMol25 entry of this formula, charge and spin): 127.1 kJ/mol



Entry 2:
The following is a DFT calculation (wB97M-V/def2-TZVPD) of a molecular structure, C8H11ClOS in a non-equilibrium geometry.

The geometry in XYZ format:
```
22
C8H11ClOS (wB97M-V/def2-TZVPD)
C -2.800 -1.580 0.805
C -1.771 -0.629 0.808
C -2.675 -2.435 -0.270
C -0.794 -0.906 -0.131
C 0.045 1.784 -0.808
C 2.564 1.098 -0.382
C 0.635 -0.482 -0.317
C 1.086 0.914 -0.050
O 0.873 1.205 1.344
S -1.324 -2.137 -1.281
Cl 1.842 -1.680 1.210
H -3.521 -1.350 1.548
H -1.715 0.113 1.518
H -3.315 -3.355 -0.464
H -0.674 1.900 -0.061
H -0.148 1.337 -1.752
H 0.456 2.736 -0.923
H 3.065 1.900 0.078
H 2.980 0.174 -0.210
H 2.595 1.463 -1.356
H 1.068 -0.869 -1.235
H 1.529 0.800 1.926
```

Summary:
* 2S+1: 1
* relative energy (zero: lowest compared OMol25 entry of this formula, charge and spin): 31.1 kJ/mol



Entry 3:
The following is a DFT calculation (wB97M-V/def2-TZVPD) of 2 unconnected molecules or ions with the total composition C8H11ClP2 in a non-equilibrium geometry.

The geometry in XYZ format:
```
22
C8H11ClP2 (wB97M-V/def2-TZVPD)
C 2.948 -0.388 -1.031
C 2.087 0.641 -1.394
C 2.879 -1.075 0.128
C 1.048 0.855 -0.497
C 1.912 -0.807 1.062
C 0.899 0.162 0.770
C -3.653 0.819 -0.328
C -0.139 0.471 1.637
P -2.150 0.077 -0.986
P -1.790 -1.236 0.767
Cl -0.477 -2.515 -0.015
H 3.808 -0.527 -1.640
H 2.176 1.154 -2.284
H 3.636 -1.716 0.490
H 0.358 1.648 -0.651
H 1.884 -1.258 2.009
H -4.108 1.628 -1.190
H -3.504 1.493 0.560
H -4.469 0.133 -0.079
H -0.522 1.501 1.681
H -0.169 -0.012 2.623
H -2.657 -1.048 -1.633
```

Summary:
* 2S+1: 1



no.,E_LUMO (eV),E (hartree)
1,-0.76,-1242.9569
2,-0.72,-1244.9770
3,-0.14,-1454.2645